Record 1
{"formula": "C23H41BrOsP2", "method": "ωB97M-V/def2-TZVPD", "symbols": ["Os", "C", "C", "C", "C", "C", "C", "H", "H", "H", "C", "H", "H", "H", "C", "H", "H", "H", "C", "H", "H", "H", "C", "H", "H", "H", "C", "C", "C", "C", "C", "C", "C", "C", "H", "H", "H", "H", "H", "H", "H", "H", "H", "H", "H", "H", "P", "C", "C", "P", "C", "C", "C", "H", "H", "H", "H", "H", "H", "H", "H", "H", "H", "H", "H", "H", "H", "Br"], "coordinates": [[-1.21626, -0.26841, -1.14505], [3.48233, 0.14557, 0.85435], [2.63041, 0.14425, 2.00284], [2.84136, -2.03277, 1.25161], [3.63741, -1.21531, 0.41883], [2.17548, -1.18766, 2.20409], [4.15316, 1.31054, 0.25142], [4.15455, 2.18346, 0.91616], [3.63371, 1.64354, -0.66706], [5.14452, 1.08764, -0.17380], [4.48514, -1.66603, -0.70636], [4.46116, -0.94814, -1.53593], [4.13069, -2.62907, -1.08789], [5.52913, -1.78430, -0.38304], [2.69069, -3.50228, 1.16027], [3.35908, -4.01747, 1.86736], [2.94200, -3.84722, 0.15318], [1.65996, -3.81255, 1.38581], [1.25205, -1.65665, 3.26667], [1.76316, -2.21437, 4.07227], [0.47241, -2.30697, 2.83517], [0.73435, -0.82154, 3.74935], [2.25797, 1.32637, 2.81297], [2.95749, 1.45510, 3.64667], [1.25538, 1.19677, 3.23067], [2.29702, 2.23978, 2.21117], [-2.25253, 0.26195, -2.80178], [-1.50963, 1.39562, -2.07228], [-2.32187, 2.51424, -1.44396], [-2.40973, 2.21943, 0.05377], [-1.80221, 0.85359, 0.33608], [-2.81583, -0.33229, 0.08837], [-3.96520, -0.13891, -0.87417], [-3.73359, 0.12544, -2.39734], [-3.32436, 2.66520, -1.87350], [-3.43119, 2.20515, 0.39914], [-1.79803, 3.46466, -1.58086], [-4.26745, 1.03580, -2.71577], [-2.10741, 0.40469, -3.89345], [-0.66276, 1.81174, -2.60048], [-4.14520, -0.73955, -2.96802], [-4.54361, -1.06768, -0.79819], [-3.24614, -0.33762, 1.10991], [-4.55973, 0.68311, -0.45764], [-1.90113, 3.00162, 0.60698], [-1.29326, 0.82296, 1.30812], [2.49906, 2.95163, -1.98527], [2.13311, 2.80219, -3.77514], [1.40828, 4.43414, -1.67503], [-1.82442, -2.80811, 1.78430], [-2.11814, -1.82515, 0.12648], [-2.89437, -1.81742, 2.90020], [-3.11585, -4.07441, 1.45690], [2.24990, 1.77377, -4.17124], [2.91252, 3.49835, -4.16277], [1.07680, 3.10721, -3.91666], [0.34266, 4.02774, -1.44206], [1.38419, 5.04587, -2.59708], [1.79177, 5.11727, -0.86039], [-3.96663, -3.61951, 0.92824], [-3.49392, -4.48292, 2.40857], [-2.69656, -4.88417, 0.83870], [-2.54492, -2.58020, -0.56993], [-1.72681, -0.81378, -2.72948], [-2.84109, -2.25067, 3.90882], [-3.94119, -1.89077, 2.55914], [-2.56663, -0.76418, 2.92115], [1.13876, -0.61831, -1.96410]], "forces_ev_per_angstrom": [[11.52, -5.15, 4.02], [0.63, -0.09, 0.03], [-0.11, -0.10, -0.53], [-0.71, 0.14, 0.67], [0.07, 0.64, -0.08], [0.60, -0.49, 0.01], [0.16, -0.12, -0.10], [0.26, -0.28, -0.19], [-0.18, -0.28, 0.49], [-0.08, -0.03, 0.64], [-0.19, -0.09, -0.25], [0.10, -0.08, 0.23], [0.22, 0.15, 0.06], [-0.15, 0.03, -0.07], [-0.16, -0.18, -0.17], [-0.14, 0.13, -0.12], [-0.03, -0.06, 0.21], [0.30, 0.10, 0.03], [-0.35, 0.02, 0.15], [-0.05, 0.11, -0.42], [0.44, 0.06, 0.21], [0.15, -0.08, -0.05], [-0.09, 0.06, -0.17], [-0.06, -0.02, -0.01], [0.17, 0.15, 0.03], [-0.06, -0.12, 0.15], [-2.22, 1.60, -2.28], [-2.21, 1.93, -2.09], [-0.22, 0.29, -0.13], [0.48, -0.19, 0.23], [-1.44, 0.95, 0.48], [-2.47, -1.92, 1.91], [-1.55, 0.30, -0.39], [-0.23, -0.60, -0.52], [0.39, -0.22, 0.03], [-0.41, 0.18, 0.20], [-0.09, -0.19, -0.16], [0.09, -0.53, 0.05], [0.17, -0.31, 0.57], [0.55, -0.36, -0.06], [0.13, 0.74, 0.35], [-0.17, 0.41, 0.08], [0.24, -0.03, -0.44], [-0.30, -0.30, -0.28], [0.14, -0.05, 0.24], [0.12, -0.55, -0.30], [-0.74, 0.63, -0.09], [-0.03, -0.30, 0.28], [-0.58, 0.08, 0.48], [-0.47, 0.64, -0.94], [-0.22, 1.49, -0.06], [-0.04, 0.37, 0.04], [0.00, -0.42, -0.46], [0.24, 0.67, 0.20], [-0.94, -0.40, -0.56], [0.75, 0.20, -0.42], [1.68, 0.96, -0.28], [-0.23, -0.30, 0.42], [-0.61, -1.00, -0.65], [0.18, -0.18, 0.17], [0.32, 0.07, -0.32], [-0.29, 0.17, 0.30], [-0.02, 0.87, 0.19], [-1.00, 0.84, -1.14], [0.04, 0.28, -0.22], [0.32, 0.20, 0.15], [-0.14, -0.37, 0.35], [-1.51, -0.06, 0.31]], "nbo_charge": [0.794, 0.104, 0.089, 0.075, 0.140, 0.166, -0.725, 0.245, 0.278, 0.262, -0.687, 0.249, 0.245, 0.274, -0.679, 0.271, 0.242, 0.248, -0.718, 0.269, 0.254, 0.227, -0.677, 0.274, 0.232, 0.244, -0.488, -0.223, -0.449, -0.439, -0.159, -0.479, -0.422, -0.426, 0.248, 0.241, 0.249, 0.246, 0.339, 0.263, 0.249, 0.251, 0.412, 0.236, 0.250, 0.255, 0.583, -0.977, -0.970, 0.825, -0.603, -0.953, -0.935, 0.246, 0.265, 0.223, 0.207, 0.245, 0.257, 0.225, 0.265, 0.251, 0.244, 0.317, 0.273, 0.235, 0.216, -0.288], "homo_ha": [-0.4623, -0.5125], "charge": 2, "gap_ev": [4.6570, 5.9638], "energy_ev": -115579.450, "spin_multiplicity": 5, "max_force_ev_per_a": 13.24}

***

Record 2
{"formula": "C13H32NO12P3", "method": "ωB97M-V/def2-TZVPD", "symbols": ["C", "O", "P", "O", "O", "C", "O", "C", "H", "H", "H", "H", "H", "H", "H", "H", "H", "C", "O", "P", "O", "O", "C", "O", "C", "H", "H", "H", "H", "H", "H", "H", "H", "H", "C", "O", "P", "O", "O", "C", "O", "C", "H", "H", "H", "H", "H", "H", "H", "H", "H", "C", "C", "C", "N", "C", "H", "H", "H", "H", "H"], "coordinates": [[-0.23632, 2.63331, -1.21661], [-1.15406, 3.64881, -0.84550], [-2.69369, 3.28582, -0.46791], [-3.22531, 1.96250, -0.83493], [-2.67027, 3.57121, 1.13631], [-3.17772, 2.69123, 2.06697], [-3.50963, 4.54424, -0.98236], [-3.03818, 5.77022, -0.60517], [-0.61371, 1.84698, -1.87034], [-0.00931, 2.30202, -0.20329], [0.57934, 3.12888, -1.74313], [-3.05530, 1.65838, 1.74090], [-4.23771, 2.94510, 2.05763], [-2.69438, 2.89124, 3.02325], [-3.44412, 6.03370, 0.37150], [-3.31070, 6.63884, -1.20463], [-1.95408, 5.88329, -0.61288], [-0.37803, -4.74562, -3.88607], [-0.94530, -3.58912, -3.37772], [-1.28255, -3.35126, -1.75235], [-2.40754, -4.05838, -1.14924], [-1.52138, -1.72031, -1.55180], [-2.45240, -1.10203, -2.44747], [0.12234, -3.54944, -1.01377], [0.04747, -4.03500, 0.30318], [-1.00381, -5.35439, -4.53868], [-0.15692, -5.38649, -3.03255], [0.59070, -4.50524, -4.32411], [-2.23924, -0.06539, -2.70831], [-3.49158, -1.20231, -2.13421], [-2.45687, -1.73139, -3.33741], [0.99343, -4.17307, 0.82682], [-0.32330, -5.05833, 0.36166], [-0.62536, -3.60686, 1.04621], [6.02347, 0.13688, -0.67363], [4.60757, -0.28498, -0.64980], [3.47219, 0.50148, 0.24397], [2.28231, 0.86890, -0.49858], [4.23353, 1.70956, 1.03775], [3.42347, 2.76822, 1.47841], [3.12831, -0.53663, 1.43734], [2.77030, -1.84410, 1.17955], [6.22284, 0.69710, -1.58714], [6.77172, -0.63115, -0.86950], [6.36304, 0.48673, 0.30125], [3.10867, 3.51185, 0.74627], [3.82158, 3.23754, 2.37804], [2.51584, 2.25642, 1.79834], [2.03267, -2.00168, 1.96642], [3.70873, -2.39824, 1.15976], [2.24217, -2.03614, 0.24558], [-1.38789, -1.48410, 3.36350], [-0.09085, -1.19266, 2.97791], [-0.17455, -0.75670, 1.69314], [-1.49787, -0.65042, 1.31102], [-2.23859, -1.24860, 2.29480], [-1.64995, -1.70155, 4.38841], [0.83352, -1.34888, 3.51414], [0.64346, -0.42019, 1.07345], [-1.89444, -0.40267, 0.41578], [-3.29578, -1.43714, 2.17983]], "forces_ev_per_angstrom": [[0.45, -0.10, 0.98], [-2.99, 0.66, -0.90], [1.12, 0.08, 1.57], [0.43, 0.75, -0.12], [1.64, 1.04, -2.72], [-1.30, -0.65, 0.31], [-0.21, -1.87, -1.24], [0.76, 3.23, 1.25], [-0.38, 0.05, 0.25], [1.19, -1.04, -0.66], [0.12, -0.13, 0.39], [0.08, -0.06, 0.31], [-0.29, -0.57, 0.92], [-0.17, -0.16, -0.04], [0.31, -0.15, 0.29], [-0.77, -0.64, -0.84], [0.12, -0.59, 0.33], [1.26, -1.67, 1.09], [-1.55, 2.41, 2.65], [0.08, 1.92, -0.78], [0.11, -0.70, -0.52], [0.91, -1.37, -0.82], [-0.85, -1.19, -1.15], [-0.42, 0.36, -0.56], [-0.30, -2.25, 2.31], [-0.28, 0.62, -0.21], [0.22, -0.44, -0.08], [-0.20, 0.02, -0.36], [0.39, -0.19, 0.45], [0.10, 0.29, 0.76], [0.15, 0.54, -0.55], [0.54, 0.82, -0.76], [-0.16, -0.31, -0.81], [-0.10, 1.26, -0.63], [0.04, -0.57, -0.23], [0.51, 1.16, 1.07], [1.77, -1.03, 0.89], [-0.41, 0.39, -0.62], [0.70, -1.69, -1.69], [-1.98, -0.20, 1.15], [1.19, 3.41, -0.84], [-0.45, -1.19, -0.03], [-0.50, 1.11, 0.59], [-0.94, -1.36, 0.18], [-0.41, 0.89, -0.36], [0.57, -0.16, -0.33], [0.48, -0.07, -0.32], [-0.50, 0.62, 0.28], [0.55, -1.20, -0.01], [-0.40, -0.71, 0.41], [0.03, 0.43, -0.31], [-1.55, -0.43, 0.84], [0.68, 0.00, -0.62], [0.44, 1.47, -1.22], [0.43, -1.37, 0.45], [0.02, 0.63, 0.88], [-0.35, -0.51, -0.22], [-0.19, 0.17, 0.16], [-0.36, 0.15, -0.25], [0.52, -0.15, -0.07], [0.07, 0.25, 0.09]], "nbo_charge": [-0.243, -0.823, 2.563, -1.095, -0.825, -0.240, -0.785, -0.271, 0.193, 0.198, 0.197, 0.195, 0.174, 0.191, 0.183, 0.192, 0.196, -0.237, -0.799, 2.544, -1.082, -0.807, -0.264, -0.799, -0.286, 0.191, 0.175, 0.187, 0.206, 0.191, 0.184, 0.194, 0.189, 0.215, -0.265, -0.817, 2.562, -1.100, -0.804, -0.252, -0.814, -0.269, 0.198, 0.194, 0.205, 0.192, 0.196, 0.185, 0.209, 0.186, 0.193, -0.320, -0.321, -0.087, -0.509, -0.079, 0.218, 0.217, 0.226, 0.439, 0.217], "smiles": "COP(=O)(OC)OC.COP(=O)(OC)OC.COP(=O)(OC)OC.c1cc[nH]c1", "homo_ha": -0.2912, "charge": 0, "gap_ev": 8.6187, "energy_ev": -67930.571, "spin_multiplicity": 1, "max_force_ev_per_a": 3.90}

***

Record 3
{"formula": "C13H13BrClINO4P", "method": "ωB97M-V/def2-TZVPD", "symbols": ["C", "C", "C", "C", "C", "C", "C", "P", "O", "Br", "C", "C", "O", "O", "C", "C", "N", "C", "C", "O", "Cl", "H", "H", "H", "H", "H", "H", "H", "H", "H", "H", "H", "H", "H", "I"], "coordinates": [[-2.53225, -4.07817, -1.54359], [-2.85606, -3.22205, -0.58791], [-3.05383, -1.96996, 0.42773], [-2.18551, -0.68574, -0.01890], [-0.62378, -1.04696, -0.36514], [0.35453, 0.21906, -0.05087], [1.47628, 0.05715, 1.09248], [1.76038, -1.56339, 2.06538], [0.25622, -2.10809, 2.75871], [2.47726, -3.22483, 0.64121], [2.43183, 1.25610, 1.45052], [3.58863, 1.23006, 2.57408], [4.81304, 1.34764, 2.20433], [3.34645, 1.13158, 3.98509], [2.23703, 2.62340, 0.66953], [1.12314, 2.65735, -0.43491], [0.24025, 1.51084, -0.78533], [-0.73820, 1.78353, -1.91659], [0.20665, 2.18304, -3.19921], [0.91071, 1.21163, -3.66107], [0.26036, 3.89970, -3.85494], [-1.97502, -4.76724, -2.28731], [-2.88251, -2.28530, 1.53660], [-4.17875, -1.65953, 0.37678], [-2.73535, -0.18175, -0.89202], [-2.14930, 0.08204, 0.84970], [-0.57644, -1.30430, -1.50437], [-0.30025, -1.99938, 0.19546], [0.44915, -3.02529, 3.10979], [2.89469, 0.27110, 4.17564], [2.85807, 3.56776, 0.87275], [0.99719, 3.66529, -1.00544], [-1.38016, 0.85751, -2.26860], [-1.34853, 2.70907, -1.61944], [-3.16593, 0.85814, -2.99014]], "forces_ev_per_angstrom": [[-0.64, 4.59, 5.14], [2.27, -3.21, -4.54], [-0.76, -0.82, -0.58], [0.35, 0.01, 0.96], [-0.37, 0.75, -0.99], [1.73, 1.29, 0.63], [-0.94, 3.14, -2.12], [-0.17, 0.09, 1.34], [2.02, -0.23, -1.44], [-0.82, 0.94, 0.28], [-2.73, 0.59, -1.89], [5.07, -0.19, -0.54], [-6.55, -0.24, 1.41], [-0.52, -0.66, -2.96], [-2.92, -3.38, -1.45], [1.92, -1.66, 2.76], [3.13, -0.11, 3.20], [2.21, 1.98, -0.35], [2.41, -5.62, -0.84], [-3.45, 5.86, 1.96], [-0.13, -1.82, 0.73], [-1.63, 1.51, 1.73], [0.02, 0.33, -2.15], [2.05, -0.57, -0.03], [1.18, -0.85, 1.24], [-0.32, -1.37, -1.18], [0.10, 0.62, 1.96], [-0.25, 1.81, -0.68], [-0.30, 1.32, -0.48], [0.18, 0.89, -0.32], [-1.06, -1.82, -0.33], [-0.08, -2.28, 0.91], [1.50, 1.30, 0.93], [0.66, -1.74, -0.33], [-3.14, -0.44, -1.98]], "nbo_charge": [-0.288, -0.038, -0.460, -0.441, -0.498, 0.406, -0.424, 0.991, -0.961, -0.199, 0.001, 0.739, -0.486, -0.689, -0.223, 0.097, -0.352, -0.397, 0.524, -0.505, -0.042, 0.274, 0.238, 0.258, 0.279, 0.203, 0.286, 0.261, 0.511, 0.506, 0.280, 0.271, 0.285, 0.254, -0.657], "homo_ha": -0.2632, "charge": 0, "gap_ev": 4.4582, "energy_ev": -123315.260, "spin_multiplicity": 1, "max_force_ev_per_a": 7.08}

***

Record 4
{"formula": "C5H11N", "method": "ωB97M-V/def2-TZVPD", "symbols": ["N", "C", "C", "C", "C", "C", "H", "H", "H", "H", "H", "H", "H", "H", "H", "H", "H"], "coordinates": [[-0.69348, -0.61829, -0.73232], [-1.69549, -0.24852, 0.24572], [-0.85784, 0.16347, 1.46232], [0.50913, 0.59043, 0.89126], [0.47049, 0.22179, -0.60561], [1.74181, -0.34347, -1.22659], [-1.05520, -0.73358, -1.68226], [-2.33152, 0.54595, -0.17470], [-2.33467, -1.10879, 0.44557], [-0.77037, -0.71080, 2.10685], [-1.32259, 0.91869, 2.08609], [1.32817, 0.09166, 1.40398], [0.67462, 1.65635, 1.02353], [0.17535, 1.15337, -1.13043], [2.38028, 0.41877, -1.65952], [1.48724, -1.08895, -1.98625], [2.29407, -0.90809, -0.46765]], "forces_ev_per_angstrom": [[-1.00, 2.02, -0.88], [0.30, -0.62, 0.87], [-0.08, -0.29, 0.16], [-0.04, 0.04, 0.21], [0.70, 0.06, 0.85], [-0.12, -0.87, 0.04], [0.32, -0.82, 0.01], [0.14, -0.08, -0.16], [-0.20, 0.01, -0.09], [0.20, -0.01, -0.04], [-0.15, 0.21, -0.21], [0.01, -0.11, -0.08], [0.01, 0.06, -0.13], [-0.12, -0.24, -0.34], [-0.05, 0.07, 0.05], [0.09, 0.30, -0.19], [-0.01, 0.27, -0.06]], "nbo_charge": [-0.102, -0.284, -0.424, -0.418, -0.103, -0.618, 0.420, 0.268, 0.269, 0.237, 0.255, 0.242, 0.246, 0.282, 0.257, 0.232, 0.242], "homo_ha": [-0.5984, -0.5955], "charge": 1, "gap_ev": [13.0706, 8.2739], "energy_ev": -6845.096, "spin_multiplicity": 2, "max_force_ev_per_a": 2.42}